{
  "formula": "C21H35N2O5SSbSi3Ti",
  "method": "ωB97M-V with the def2-TZVPD basis set",
  "e_above_lowest_ev": 0.733,
  "fmax_ha_per_bohr": 0.017,
  "e_lumo_ev": [0.147, -0.181],
  "s_squared": 2.0140,
  "total_charge": 0,
  "spin_multiplicity": 3,
  "e_homo_ev": [-6.068, -8.107],
  "orbital_gap_ev": [6.2, 7.9],
  "elements": ["Ti", "O", "C", "O", "C", "C", "C", "C", "C", "N", "C", "O", "O", "H", "H", "H", "H", "O", "N", "C", "C", "C", "C", "C", "S", "H", "H", "H", "H", "C", "Si", "C", "C", "Sb", "Si", "C", "C", "C", "Si", "C", "C", "C", "H", "H", "H", "H", "H", "H", "H", "H", "H", "H", "H", "H", "H", "H", "H", "H", "H", "H", "H", "H", "H", "H", "H", "H", "H", "H", "H"],
  "positions_angstrom": [[0.406, 0.031, -0.059], [-1.639, -1.170, -3.623], [-1.166, -0.555, -2.526], [0.021, -0.746, -2.152], [-2.008, 0.342, -1.827], [-3.211, 0.953, -2.240], [-3.607, 2.108, -1.618], [-2.764, 2.735, -0.657], [-1.641, 2.067, -0.274], [-1.366, 0.830, -0.723], [-0.452, 2.640, 0.481], [-0.573, 3.537, 1.288], [0.655, 2.053, 0.117], [-0.901, -1.674, -4.003], [-3.774, 0.543, -3.068], [-4.520, 2.598, -1.928], [-2.963, 3.730, -0.286], [0.067, -1.965, 0.332], [0.849, -2.800, -0.363], [0.311, -3.999, -0.677], [1.041, -4.942, -1.340], [2.361, -4.635, -1.691], [2.878, -3.409, -1.372], [2.118, -2.437, -0.693], [2.727, -0.897, -0.258], [-0.713, -4.109, -0.356], [0.591, -5.893, -1.580], [2.969, -5.359, -2.216], [3.890, -3.137, -1.634], [0.836, -2.309, 5.701], [0.557, -2.252, 3.845], [1.970, -3.204, 3.058], [-1.089, -3.060, 3.440], [0.483, 0.103, 2.865], [-1.320, 1.304, 4.243], [-1.584, 0.414, 5.879], [-2.914, 1.243, 3.258], [-0.824, 3.073, 4.591], [2.606, 1.247, 3.703], [4.126, 0.373, 3.029], [2.558, 3.006, 3.063], [2.675, 1.208, 5.583], [0.861, -3.362, 6.002], [0.049, -1.817, 6.274], [1.793, -1.867, 5.983], [1.930, -4.238, 3.417], [2.941, -2.795, 3.344], [1.921, -3.218, 1.971], [-1.065, -4.122, 3.700], [-1.314, -2.968, 2.377], [-1.904, -2.599, 4.003], [-1.932, -0.611, 5.736], [-2.353, 0.950, 6.443], [-0.681, 0.387, 6.492], [-3.245, 0.212, 3.108], [-2.804, 1.713, 2.281], [-3.701, 1.775, 3.799], [0.074, 3.144, 5.210], [-1.642, 3.547, 5.143], [-0.662, 3.627, 3.667], [4.267, 0.587, 1.967], [4.092, -0.711, 3.145], [5.000, 0.744, 3.571], [2.197, 3.047, 2.033], [3.566, 3.430, 3.094], [1.905, 3.641, 3.663], [2.923, 0.211, 5.951], [1.737, 1.516, 6.051], [3.458, 1.890, 5.927]]
}